Entry 1:
C34H65BHfN6Si2 as an isolated structure, computed with ωB97M-V/def2-TZVPD.

**LUMO energy**: -6.08 eV
**Frontier orbital gap**: 8.3815 eV
**Strongest force on any atom**: 0.0151 Eh/bohr
**Relative energy (zero: lowest compared OMol25 entry of this formula, charge and spin)**: 12.8 kJ/mol
**HOMO level**: -14.463 eV
**E_tot**: -2314.63891 Ha
**Total charge**: +2

Element x y z (Å)
Hf1 -0.43 0.27 0.29
C1 -0.49 -2.90 1.59
C2 -0.68 -2.41 3.03
C3 0.07 -3.35 3.98
C4 -0.17 -1.01 3.25
C5 0.18 -0.42 4.45
C6 0.88 0.75 4.15
C7 1.63 1.45 5.25
C8 3.06 0.89 5.28
C9 1.63 2.97 5.31
N1 0.88 0.91 2.80
N2 0.22 -0.18 2.26
B1 1.74 1.86 1.85
N3 2.54 0.93 0.89
N4 1.83 0.06 0.08
C10 2.72 -0.59 -0.68
C11 4.00 -0.17 -0.36
C12 3.86 0.80 0.63
C13 5.07 1.45 1.26
C14 4.92 2.78 1.99
C15 5.76 0.41 2.17
C16 2.30 -1.62 -1.67
C17 0.78 -1.64 -1.81
C18 2.84 -3.00 -1.28
N5 0.88 2.83 0.91
N6 0.16 2.26 -0.13
C19 -0.31 3.25 -0.93
C20 0.12 4.45 -0.42
C21 0.88 4.17 0.72
C22 1.60 5.32 1.37
C23 2.79 5.71 0.45
C24 2.04 5.21 2.81
C25 -1.08 3.02 -2.20
C26 -1.04 1.56 -2.64
C27 -0.53 3.93 -3.31
H1 -0.46 -3.99 1.58
H2 0.49 -2.56 1.22
H3 -1.29 -2.60 0.92
H4 -1.74 -2.43 3.30
H5 1.14 -3.36 3.74
H6 -0.31 -4.36 3.88
H7 -0.04 -3.06 5.02
H8 0.02 -0.81 5.43
H9 1.13 1.10 6.15
H10 3.55 1.06 4.32
H11 3.08 -0.17 5.49
H12 3.64 1.41 6.05
H13 2.38 3.38 4.65
H14 1.87 3.28 6.32
H15 0.65 3.39 5.06
H16 2.44 2.50 2.53
H17 4.92 -0.50 -0.81
H18 5.73 1.63 0.41
H19 4.48 2.66 2.98
H20 4.33 3.49 1.41
H21 5.91 3.21 2.12
H22 5.09 0.10 2.97
H23 6.65 0.85 2.62
H24 6.06 -0.47 1.61
H25 2.73 -1.34 -2.64
H26 0.31 -2.00 -0.88
H27 0.48 -2.34 -2.59
H28 0.40 -0.65 -2.09
H29 2.46 -3.31 -0.31
H30 3.93 -2.99 -1.23
H31 2.54 -3.75 -2.02
H32 -0.07 5.43 -0.83
H33 0.88 6.14 1.32
H34 3.41 4.84 0.23
H35 3.40 6.46 0.94
H36 2.44 6.11 -0.50
H37 2.90 4.56 2.92
H38 1.23 4.86 3.44
H39 2.33 6.20 3.17
H40 -2.12 3.31 -2.01
H41 -0.02 1.27 -2.90
H42 -1.65 1.43 -3.53
H43 -1.46 0.89 -1.88
H44 0.54 3.78 -3.44
H45 -0.71 4.98 -3.09
H46 -1.03 3.70 -4.26
C28 -4.67 -2.41 -0.16
Si1 -3.57 -1.17 -1.03
C29 -2.43 -2.15 -2.17
C30 -4.59 -0.07 -2.15
C31 -2.56 -0.23 0.32
Si2 -3.53 1.20 1.16
C32 -2.23 2.30 2.01
C33 -4.62 0.49 2.50
C34 -4.50 2.34 0.04
H47 -5.35 -2.87 -0.88
H48 -5.28 -1.95 0.62
H49 -4.09 -3.22 0.30
H50 -3.07 -2.64 -2.91
H51 -1.88 -2.94 -1.66
H52 -1.73 -1.53 -2.74
H53 -4.83 -0.64 -3.05
H54 -4.09 0.85 -2.46
H55 -5.54 0.21 -1.68
H56 -2.57 -0.96 1.15
H57 -1.43 1.76 2.52
H58 -2.73 2.88 2.79
H59 -1.80 3.04 1.33
H60 -4.04 -0.06 3.25
H61 -5.37 -0.20 2.10
H62 -5.16 1.29 3.01
H63 -3.96 2.62 -0.87
H64 -4.72 3.25 0.59
H65 -5.45 1.90 -0.26

Here are the Löwdin charges for atoms 1 to 5, given in e: 1.778 -0.064 -0.327 -0.042 -0.216

Entry 2:
One molecule with the formula C5H11N3O2S2 at a distorted geometry, computed with ωB97M-V/def2-TZVPD.

**LUMO energy**: 0.67 eV
**Frontier orbital gap**: 9.4493 eV
**Strongest force on any atom**: 0.0418 Eh/bohr
**Relative energy (zero: lowest compared OMol25 entry of this formula, charge and spin)**: 0.0 kJ/mol
**HOMO level**: -8.780 eV
**E_tot**: -1308.22810 Ha

Element x y z (Å)
C1 -0.41 0.21 1.22
C2 -0.86 1.65 1.61
C3 0.38 1.36 -0.57
C4 0.20 -0.54 2.40
C5 1.92 0.59 -2.25
N1 0.49 0.29 0.11
N2 -2.99 -1.26 -1.13
N3 0.98 1.56 -1.75
O1 -1.54 -0.53 0.81
O2 -3.12 1.05 -0.35
S1 -0.58 2.68 0.15
S2 -2.09 0.09 -0.65
H1 -1.92 1.66 1.85
H2 -0.28 2.05 2.44
H3 1.04 0.02 2.82
H4 0.55 -1.50 2.04
H5 -0.57 -0.69 3.15
H6 1.51 -0.40 -2.07
H7 2.07 0.74 -3.31
H8 2.88 0.66 -1.73
H9 -2.49 -2.13 -1.05
H10 -3.87 -1.30 -0.64
H11 1.05 2.51 -2.07

Here are the Löwdin charges for atoms 1 to 5, given in e: -0.696 -0.367 -0.748 -0.004 -0.080

Entry 3:
C24H63F2HgN4O16S2 as an isolated structure at a distorted geometry, computed with ωB97M-V/def2-TZVPD.

**LUMO energy**: -8.99 eV
**Frontier orbital gap**: 1.5970 eV
**Strongest force on any atom**: 0.1619 Eh/bohr
**Relative energy (zero: lowest compared OMol25 entry of this formula, charge and spin)**: 717.4 kJ/mol
**HOMO level**: -10.590 eV
**E_tot**: -3523.85088 Ha
**Total charge**: +1

Element x y z (Å)
Hg1 1.49 -4.76 0.95
N1 0.35 -3.08 0.21
S1 -0.77 -2.71 -0.79
O1 -0.23 -2.07 -1.97
O2 -2.12 -2.36 -0.34
F1 -1.02 -4.21 -1.29
S2 0.54 -1.54 0.93
O3 0.29 -1.57 2.35
O4 0.34 -0.33 0.17
F2 2.14 -1.64 0.89
C1 4.09 -0.29 3.32
C2 5.30 -0.54 2.49
O5 4.99 -1.13 1.20
O6 3.48 0.91 2.82
H1 4.33 -0.03 4.35
H2 3.43 -1.17 3.32
H3 5.98 -1.24 2.98
H4 5.90 0.34 2.27
H5 4.20 -1.65 1.35
H6 3.23 0.80 1.90
C3 0.69 0.91 4.68
C4 1.02 0.04 5.93
O7 0.81 0.89 7.06
O8 1.46 2.10 4.76
H7 -0.38 1.15 4.69
H8 0.96 0.37 3.77
H9 2.10 -0.10 5.82
H10 0.47 -0.90 5.97
H11 1.22 1.74 6.92
H12 2.40 2.05 4.60
C5 4.14 -2.15 -2.09
C6 5.65 -2.24 -2.00
O9 5.98 -3.08 -0.91
O10 3.60 -3.46 -2.39
H13 3.87 -1.41 -2.85
H14 3.70 -1.75 -1.18
H15 6.04 -1.22 -1.85
H16 6.16 -2.60 -2.89
H17 5.70 -2.71 -0.07
H18 2.66 -3.30 -2.27
C7 -1.20 4.99 -2.75
O11 -0.46 3.79 -2.87
C8 -1.29 2.66 -2.82
C9 -0.52 1.34 -2.89
N2 -0.20 1.00 -4.27
C10 0.19 -0.42 -4.34
C11 0.91 -0.79 -5.66
O12 2.13 -1.41 -5.23
C12 2.74 -2.03 -6.34
H19 -1.72 5.27 -3.67
H20 -0.53 5.85 -2.62
H21 -1.86 4.94 -1.89
H22 -2.03 2.72 -3.63
H23 -1.79 2.67 -1.84
H24 -1.25 0.61 -2.55
H25 0.37 1.29 -2.27
H26 0.38 1.65 -4.78
H27 -0.70 -1.06 -4.28
H28 0.85 -0.60 -3.49
H29 1.19 0.08 -6.26
H30 0.38 -1.56 -6.23
H31 3.78 -2.17 -6.03
H32 2.89 -1.40 -7.23
H33 2.32 -2.92 -6.80
C13 4.33 1.28 -0.88
O13 3.73 2.29 -0.12
C14 4.28 3.62 -0.27
C15 3.32 4.66 0.24
N3 2.36 5.20 -0.69
C16 1.28 4.32 -1.17
C17 0.64 3.44 -0.11
O14 -0.03 4.23 0.88
C18 -0.44 3.47 2.02
H34 4.57 1.57 -1.90
H35 3.68 0.41 -0.93
H36 5.20 0.94 -0.29
H37 4.53 3.86 -1.31
H38 5.20 3.59 0.32
H39 3.95 5.54 0.41
H40 3.04 4.41 1.27
H41 1.95 6.04 -0.32
H42 1.65 3.67 -1.97
H43 0.50 4.93 -1.63
H44 1.35 2.80 0.41
H45 -0.08 2.86 -0.70
H46 0.43 3.14 2.60
H47 -1.09 2.61 1.86
H48 -0.95 4.12 2.74
C19 -8.94 -0.84 -0.65
O15 -8.83 -2.20 -0.32
C20 -7.63 -2.82 -0.80
C21 -6.39 -2.33 -0.09
N4 -6.32 -3.02 1.19
C22 -5.21 -2.70 2.08
C23 -5.38 -3.53 3.31
O16 -6.44 -3.06 4.06
C24 -6.60 -3.76 5.27
H49 -9.44 -0.24 0.10
H50 -9.56 -0.74 -1.55
H51 -7.98 -0.39 -0.94
H52 -7.45 -2.60 -1.86
H53 -7.89 -3.88 -0.78
H54 -6.20 -1.25 -0.03
H55 -5.55 -2.74 -0.65
H56 -7.15 -3.27 1.71
H57 -5.23 -1.63 2.31
H58 -4.27 -2.81 1.54
H59 -4.42 -3.48 3.83
H60 -5.46 -4.60 3.04
H61 -5.64 -3.99 5.74
H62 -7.15 -4.66 4.98
H63 -7.03 -3.03 5.97

Here are the Löwdin charges for atoms 1 to 5, given in e: 1.042 -0.497 0.444 -0.265 -0.253

Copy entry 2 word for word.
One molecule with the formula C5H11N3O2S2 at a distorted geometry, computed with ωB97M-V/def2-TZVPD.

**LUMO energy**: 0.67 eV
**Frontier orbital gap**: 9.4493 eV
**Strongest force on any atom**: 0.0418 Eh/bohr
**Relative energy (zero: lowest compared OMol25 entry of this formula, charge and spin)**: 0.0 kJ/mol
**HOMO level**: -8.780 eV
**E_tot**: -1308.22810 Ha

Element x y z (Å)
C1 -0.41 0.21 1.22
C2 -0.86 1.65 1.61
C3 0.38 1.36 -0.57
C4 0.20 -0.54 2.40
C5 1.92 0.59 -2.25
N1 0.49 0.29 0.11
N2 -2.99 -1.26 -1.13
N3 0.98 1.56 -1.75
O1 -1.54 -0.53 0.81
O2 -3.12 1.05 -0.35
S1 -0.58 2.68 0.15
S2 -2.09 0.09 -0.65
H1 -1.92 1.66 1.85
H2 -0.28 2.05 2.44
H3 1.04 0.02 2.82
H4 0.55 -1.50 2.04
H5 -0.57 -0.69 3.15
H6 1.51 -0.40 -2.07
H7 2.07 0.74 -3.31
H8 2.88 0.66 -1.73
H9 -2.49 -2.13 -1.05
H10 -3.87 -1.30 -0.64
H11 1.05 2.51 -2.07

Here are the Löwdin charges for atoms 1 to 5, given in e: -0.696 -0.367 -0.748 -0.004 -0.080

The lowest LUMO energy belongs to which entry?
C24H63F2HgN4O16S2

Number 1 is which compound?
C34H65BHfN6Si2

relative energy (zero: lowest compared OMol25 entry of this formula, charge and spin) of number 1 (C34H65BHfN6Si2)?
12.8 kJ/mol